Record 1
C6H9NO | ωB97M-V/def2-TZVPD

The geometry in XYZ format:
```
17
Properties=species:S:1:pos:R:3:forces:R:3
C 1.487330 0.447104 0.008380 0.66 -0.05 0.12
C 1.345044 1.399313 -0.966136 0.04 0.38 0.42
N 0.023245 1.757731 -0.996262 0.34 -0.27 -0.13
C -0.672152 1.013455 -0.093353 0.00 0.49 0.69
C 0.218583 0.195183 0.589562 -0.97 0.06 -0.50
C -0.212436 -0.725605 1.657101 0.84 0.31 -0.65
C -1.473851 -1.063735 1.853358 -0.67 -0.48 0.62
H 2.451017 0.042772 0.284371 -0.19 -0.18 0.07
H 2.105271 1.985643 -1.464011 -0.19 -0.32 -0.27
H -0.364981 2.423783 -1.630155 -0.18 0.22 -0.07
H -1.677434 1.306728 0.184765 0.05 -0.36 -0.31
H 0.589722 -1.142367 2.255070 -0.14 0.05 0.28
H -1.801725 -1.659532 2.700732 0.32 -0.10 -0.11
H -2.287883 -0.770183 1.207381 0.07 0.29 -0.19
H 0.360068 -1.003587 -1.896716 0.19 -0.02 0.09
H -0.474290 -2.246158 -1.676744 0.24 -0.02 -0.05
O 0.384473 -1.960546 -2.017343 -0.40 -0.01 -0.02
```
Positions in Å, forces in eV/Å.

energy: -363.98815 hartree
relative energy (zero: lowest compared OMol25 entry of this formula, charge and spin): 94.77 kJ/mol
SMILES: C=Cc1cc[nH]c1.O
LUMO level: 0.8 eV
F_max: 1.1 eV/A
Kohn-Sham gap: 0.333 Ha

Record 2
C6H9NO | ωB97M-V/def2-TZVPD

The geometry in XYZ format:
```
17
Properties=species:S:1:pos:R:3:forces:R:3
C 2.037820 0.621732 1.012389 -0.38 -2.73 0.00
C 1.013757 0.559460 -0.129305 2.08 -1.26 -1.47
C -0.728567 -0.726391 -0.681500 2.49 -1.69 -1.22
C -2.138830 -0.428065 -0.904059 -1.89 -1.77 0.99
C -1.311080 0.369741 0.094757 0.22 -1.99 -0.49
C 0.612728 0.020827 1.134475 -0.85 2.80 0.47
H 2.947199 0.018105 1.312323 -1.53 0.12 -0.76
H 2.209445 1.581249 1.242361 0.54 3.48 0.93
H 0.612213 1.586321 -0.189250 0.66 -0.74 -0.62
H 1.206077 -1.172764 -1.430001 0.45 -0.06 0.31
H -0.681286 -1.688161 -0.080804 0.26 1.31 -0.74
H -2.814622 -1.277910 -0.587314 0.58 1.26 -0.66
H -2.421812 0.189013 -1.722229 -0.60 0.31 -0.44
H -1.097849 1.243787 -0.376083 -0.04 2.57 -1.41
H 0.689264 -0.982308 1.262252 0.23 -2.81 0.30
N 0.673038 -0.325759 -1.327135 -2.83 1.23 1.69
O -0.807494 0.411122 1.369124 0.59 -0.03 3.10
```
Positions in Å, forces in eV/Å.

energy: -363.76284 hartree
relative energy (zero: lowest compared OMol25 entry of this formula, charge and spin): 686.31 kJ/mol
SMILES: C1[C@H]2N[C@@H]3C[C@H]3O[C@H]12
LUMO level: 1.0 eV
F_max: 3.6 eV/A
Kohn-Sham gap: 0.366 Ha

Record 3
C6H9NO2 | ωB97M-V/def2-TZVPD

The geometry in XYZ format:
```
18
Properties=species:S:1:pos:R:3:forces:R:3
C -0.637645 -0.171650 -2.058313 0.95 -0.44 -0.08
C -1.238160 0.251269 1.854715 0.58 0.01 0.39
N 1.265937 -1.358757 -0.293821 -0.38 2.93 0.86
C -0.660523 -0.716837 -0.661316 -2.85 2.28 1.31
C -0.864684 0.665143 0.452022 -1.30 -1.69 -1.27
C 1.604185 -0.235726 0.173439 2.21 -3.32 -1.42
C 2.396243 0.792597 0.299120 -0.63 0.63 0.65
O -1.242852 -1.697215 -0.248373 0.34 0.06 -0.37
O -1.173797 1.735531 -0.003509 0.73 -0.22 0.04
H 0.926083 -2.116403 0.289854 0.74 -0.27 0.22
H -1.611996 0.263719 -2.273761 -0.05 -0.22 0.00
H 0.092507 0.631174 -2.138707 0.03 0.04 0.05
H -0.358009 -0.971693 -2.742902 -0.29 0.05 -0.14
H -0.605464 0.809296 2.546751 -0.05 0.06 0.11
H -1.110125 -0.812119 2.042001 0.07 -0.01 -0.17
H -2.275538 0.512338 2.063945 0.04 0.11 -0.15
H 2.171257 1.612466 0.960594 -0.23 0.29 -0.29
H 3.322580 0.806866 -0.261736 0.08 -0.32 0.27
```
Positions in Å, forces in eV/Å.

energy: -439.11957 hartree
relative energy (zero: lowest compared OMol25 entry of this formula, charge and spin): 411.66 kJ/mol
SMILES: CC(=O)C(C)=O.C=C=N
LUMO level: -0.5 eV
F_max: 4.2 eV/A
Kohn-Sham gap: 0.292 Ha

> Among the records above, which one has the highest relative energy (zero: lowest compared OMol25 entry of this formula, charge and spin)?

number 2